Density functional theory data (the ωB97M-V functional and the def2-TZVPD basis) for a structure of composition C14H25N5PdS.

Cartesian coordinates (Å):
Pd 0.86505 -0.74465 0.18191
C 0.95985 0.37615 -2.68227
N 1.82580 -0.05867 -1.56489
C 2.64596 1.09980 -1.12701
C 2.70273 -1.16557 -2.02773
C 3.34897 -1.83676 -0.83909
N 2.30861 -2.26519 0.14105
C 2.99473 -2.66533 1.39420
C 1.56619 -3.44817 -0.37875
H 1.57936 0.72521 -3.51187
H 0.31804 1.18888 -2.35550
H 0.34511 -0.45596 -3.01929
H 3.28474 1.43473 -1.94854
H 3.26888 0.83650 -0.27560
H 1.98495 1.91493 -0.84057
H 3.46487 -0.77471 -2.70769
H 2.09050 -1.86651 -2.59225
H 4.02761 -1.15808 -0.32434
H 3.93406 -2.70419 -1.15528
H 3.71488 -3.45503 1.17001
H 2.27811 -3.04648 2.11462
H 3.51409 -1.80945 1.81883
H 2.27061 -4.25923 -0.57852
H 1.03119 -3.20320 -1.29214
H 0.84848 -3.77661 0.36917
N -0.52630 0.79046 3.22686
C -0.89812 -0.46968 3.05221
N -2.02588 -0.91518 3.57387
S 0.10103 -1.61635 2.20820
H -1.07116 1.43116 3.78512
H 0.42245 1.04828 3.01454
H -2.56526 -0.37894 4.23819
H -2.30996 -1.86519 3.39434
N -0.76756 0.47164 -0.02467
C -1.69612 1.13980 -0.11531
C -2.86136 1.95085 -0.23886
C -4.11076 1.33930 -0.37957
C -5.23322 2.13423 -0.50876
C -5.10973 3.51914 -0.49808
C -3.86472 4.12226 -0.35917
C -2.73110 3.34304 -0.22977
H -4.19062 0.26046 -0.39637
H -6.20605 1.67718 -0.62370
H -5.99264 4.13514 -0.60302
H -3.78051 5.19990 -0.35682
H -1.75577 3.80013 -0.12767

Atoms 1-2, force components in eV/Å:
-0.116 -0.309 0.057
-0.055 -0.055 -0.033

HOMO energy = -15.22 eV
Total charge = +2
Energy relative to the best compared isomer or geometry (same formula, charge and spin) = 0.0 kcal/mol
HOMO-LUMO gap = 8.54 eV

=====

Density functional theory data (the ωB97M-V functional and the def2-TZVPD basis) for an isolated molecule of C17H20N2O4S.

Cartesian coordinates (Å):
C 3.70945 -2.42376 3.62344
C 2.37860 -2.28062 4.34699
H 2.47416 -1.58088 5.18332
H 2.01731 -3.24592 4.70705
O 1.35819 -1.80755 3.46300
C 1.29267 -0.48939 3.25785
O 1.98207 0.32113 3.81198
C 0.24372 -0.17236 2.20591
C 0.84872 -0.42090 0.85932
C 1.20917 -1.63448 0.35798
S 1.88093 -1.47481 -1.21683
C 1.59506 0.25257 -1.08980
N 1.09286 0.62773 0.03343
N 1.97107 1.14462 -2.06820
C 1.76490 1.12170 -3.42082
O 2.21673 1.99652 -4.12181
C 0.94837 -0.02738 -4.00748
O -0.02140 -0.59023 -3.16496
C -0.94310 0.23558 -2.56536
C -1.69658 -0.35008 -1.55229
C -2.62978 0.37777 -0.83810
C -2.83111 1.72708 -1.14995
C -2.08683 2.29372 -2.17107
C -1.14316 1.56938 -2.88063
H -0.57914 2.05552 -3.66122
H -2.23687 3.33382 -2.42190
C -3.83029 2.54673 -0.39217
H -3.86510 3.56216 -0.77771
H -4.82588 2.11135 -0.47228
H -3.57071 2.58730 0.66528
C -3.40444 -0.27538 0.26492
H -3.23484 0.24257 1.20819
H -4.47304 -0.23904 0.05589
H -3.10946 -1.31511 0.37918
H -1.52390 -1.39226 -1.32902
H 1.63081 -0.84907 -4.25223
H 0.50845 0.34116 -4.94435
H 2.32408 2.03063 -1.72022
H 1.10886 -2.59634 0.81712
H -0.62038 -0.81916 2.35616
H -0.03594 0.87697 2.27476
H 3.60522 -3.08630 2.76743
H 4.04920 -1.45071 3.27708
H 4.45133 -2.83426 4.30212

Atoms 1-2, force components in eV/Å:
-0.397 0.122 0.044
0.457 0.003 0.278

HOMO energy = -8.38 eV
Energy relative to the best compared isomer or geometry (same formula, charge and spin) = 37.1 kcal/mol
HOMO-LUMO gap = 8.86 eV

=====

Density functional theory data (the ωB97M-V functional and the def2-TZVPD basis) for a cluster of 3 separate species, C25H61BClN2O11P4 in total.

Cartesian coordinates (Å):
C 2.44843 2.47715 3.92980
C 1.25402 1.51734 3.84968
P 1.51761 -0.17584 3.16546
C 3.08232 -0.70709 3.96798
C 2.92816 -2.11326 4.60071
N 1.86482 0.50451 1.43811
C 0.54480 0.76285 0.67755
C -0.49398 -0.35961 0.74345
C -1.48637 -0.36893 1.91902
C -2.11572 0.98627 2.26033
C -3.52962 0.88779 2.84779
O -4.38756 0.03010 2.11294
C 1.03683 1.09252 -0.76380
C 0.48966 2.40445 -1.37477
C -0.54231 2.17697 -2.49425
C -1.94860 1.92236 -1.95957
O -2.48994 0.77350 -2.57509
C -3.66374 0.27499 -1.95594
C 2.57157 0.94656 -0.75371
B 3.35993 2.31796 -0.56732
N 4.44170 2.68113 -1.39404
O 2.89632 3.15037 0.45616
C 2.83168 -0.03943 0.39263
Cl 4.50987 0.20628 1.01217
P 2.48564 -1.77035 -0.28768
C 4.09941 -2.07952 -1.08775
C 2.55996 -2.89189 1.17060
C 1.47792 -3.99303 1.09220
H 2.90132 2.67522 2.95418
H 2.11703 3.44291 4.31517
H 3.22690 2.11706 4.60014
H 0.78411 1.37260 4.82585
H 0.49422 1.96271 3.19703
H 3.29245 0.02283 4.75205
H 3.94208 -0.67427 3.31540
H 1.94482 -2.55187 4.41421
H 3.06985 -2.06441 5.67990
H 3.67143 -2.80317 4.20095
H 2.22362 1.45578 1.57982
H 0.15669 1.68080 1.12246
H -0.00360 -1.33432 0.67461
H -1.07338 -0.25736 -0.17945
H -2.27195 -1.07550 1.63882
H -1.00677 -0.78602 2.80860
H -2.14086 1.64467 1.39062
H -1.51192 1.48799 3.02717
H -3.98753 1.87945 2.82706
H -3.48031 0.58870 3.90048
H -4.41948 -0.83349 2.53058
H 0.66846 0.28069 -1.39725
H 1.31384 3.00352 -1.77225
H 0.03272 3.02195 -0.59184
H -0.54614 3.06410 -3.13026
H -0.26042 1.30979 -3.09482
H -1.91410 1.75683 -0.87625
H -2.60303 2.79108 -2.10384
H -3.86983 0.76865 -1.00261
H -4.52676 0.41628 -2.61135
H -3.53969 -0.79434 -1.76769
H 2.86621 0.49032 -1.70517
H 5.08567 3.35166 -0.99815
H 4.95795 1.93848 -1.83934
H 2.74610 4.06839 0.21718
H 3.96630 -2.95406 -1.72836
H 4.38750 -1.23719 -1.71840
H 4.89637 -2.26712 -0.36847
H 2.42948 -2.31095 2.08014
H 3.55538 -3.34038 1.19931
H 0.93199 -4.05997 2.03556
H 1.90551 -4.96939 0.87550
H 0.74403 -3.78781 0.31027
C -5.71730 8.50391 -1.50096
O -4.90271 7.50363 -0.86780
P -3.71495 6.81420 -1.66070
O -2.99511 5.86724 -0.80918
O -2.86835 7.97669 -2.31113
C -2.14765 8.85845 -1.43291
O -4.36455 6.22744 -2.97770
C -5.08552 4.99102 -2.82616
H -5.55397 9.45405 -0.99629
H -5.47999 8.60451 -2.55912
H -6.75765 8.20814 -1.38917
H -2.05532 8.43395 -0.43351
H -2.66702 9.81392 -1.38423
H -1.15782 9.00142 -1.85724
H -5.93970 5.01916 -3.49697
H -5.43611 4.86069 -1.80228
H -4.43271 4.16211 -3.09207
C 1.49010 -10.30000 -2.07062
O 1.54899 -9.16682 -1.18820
P 0.79992 -7.81937 -1.55605
O 0.96278 -6.84250 -0.48053
O -0.67191 -8.21181 -1.96600
C -1.53838 -8.74406 -0.94723
O 1.31010 -7.39495 -2.99140
C 2.59031 -6.75292 -3.08614
H 0.95159 -11.10145 -1.56899
H 0.99242 -10.05381 -3.00764
H 2.50926 -10.61993 -2.27362
H -1.14682 -8.54497 0.04998
H -1.64542 -9.81685 -1.09753
H -2.50449 -8.26019 -1.05830
H 3.04105 -7.07528 -4.02079
H 3.23890 -7.02715 -2.25383
H 2.44896 -5.67348 -3.09586

Atoms 1-2, force components in eV/Å:
-0.076 -0.020 0.092
0.197 0.204 -0.352

HOMO energy = -11.45 eV
Total charge = +1
Energy relative to the best compared isomer or geometry (same formula, charge and spin) = 0.0 kcal/mol
HOMO-LUMO gap = 9.67 eV

=====

Density functional theory data (the ωB97M-V functional and the def2-TZVPD basis) for a structure of composition C22H22Cl3N3O6RuS.

Cartesian coordinates (Å):
Ru 0.27059 -0.11015 0.22714
O 0.74487 1.92477 0.86351
C -0.48032 2.59492 0.47319
C -0.78177 2.30112 -0.97752
N -0.75968 0.83200 -1.26330
C -0.01986 0.55420 -2.52652
C 1.46074 0.58809 -2.21830
O 2.30700 1.01837 -2.93827
O 1.70750 0.04362 -1.01224
C -2.03917 0.09092 -1.19761
C -1.76856 -1.39663 -0.94924
O -2.60667 -2.22922 -1.12592
O -0.53663 -1.67476 -0.48578
H 1.53122 2.34705 0.48757
H -1.24066 2.18978 1.13596
H -0.41595 3.66686 0.65751
H -1.73810 2.73864 -1.27576
H -0.01242 2.75087 -1.60723
H -0.28734 -0.44203 -2.87869
H -0.27266 1.28614 -3.29321
H -2.64194 0.49405 -0.38542
H -2.61792 0.18699 -2.12038
Cl -6.42435 -3.55268 0.93436
C -5.01340 -3.64437 1.92232
C -3.75683 -3.62452 1.33372
C -2.63604 -3.70498 2.14124
C -2.74339 -3.79265 3.52784
C -1.50908 -3.79836 4.39875
C -1.23637 -2.38555 4.93788
N -1.31035 -1.41264 3.85063
C -2.40316 -0.62497 3.58048
C -2.14303 0.00116 2.40757
N -0.89581 -0.38385 1.95928
C -0.42325 -1.22366 2.87230
O -0.40671 -4.29074 3.62915
C 0.47771 -5.10511 4.37743
C 1.31346 -5.87164 3.39359
C 1.08750 -7.24511 3.07296
Cl -0.10042 -8.20766 3.70715
S 2.18463 -7.86372 1.89533
C 2.93490 -6.35033 1.80642
C 2.36767 -5.38561 2.65737
C -4.01754 -3.80048 4.08263
Cl -4.21621 -3.87845 5.81190
C -5.15652 -3.73441 3.29745
H -3.65968 -3.54211 0.25986
H -1.65617 -3.69457 1.68195
H -1.66480 -4.45449 5.26009
H -0.27978 -2.30925 5.45453
H -2.02409 -2.12805 5.64267
H -3.26676 -0.60858 4.22251
H -2.77926 0.66513 1.85060
H 0.50503 -1.76735 2.81044
H -0.08961 -5.80686 4.99439
H 1.12492 -4.52173 5.04166
H 3.77629 -6.20225 1.14316
H 2.74512 -4.37558 2.71631
H -6.13710 -3.75054 3.75121

Atoms 1-2, force components in eV/Å:
0.662 -0.981 -0.857
-0.322 -0.515 0.116

HOMO energy (spin up / spin down) = -12.60 / -12.68 eV
Total charge = +2
HOMO-LUMO gap (spin up / spin down) = 1.96 / 2.02 eV

=====

Density functional theory data (the ωB97M-V functional and the def2-TZVPD basis) for a structure of composition C17H23F3N4O2PRhS3Se.

Cartesian coordinates (Å):
Rh -0.37894 1.24603 -1.55361
F -0.36017 1.18142 4.02109
C -1.17647 2.24408 3.83296
F -2.43434 1.80023 3.97838
F -0.94413 3.07719 4.87271
C -0.93076 2.92483 2.52437
C -0.63259 4.27963 2.50181
C -0.41118 4.91448 1.29613
C -0.43025 4.14399 0.14342
N -0.68332 2.84568 0.15864
C -1.00637 2.22226 1.30982
S -1.54506 0.57582 1.15117
H -0.58552 4.83008 3.43176
H -0.20955 5.97468 1.24893
H -0.22366 4.55946 -0.83544
C -0.95282 0.19936 -6.05175
C -1.56955 -0.29511 -4.76126
O -0.63679 -1.15512 -4.10092
P -0.51391 -1.11392 -2.48657
S 0.86682 -2.46792 -2.01777
S 0.14175 2.54032 -3.20206
O -2.01376 -1.73505 -2.15231
C -2.24622 -2.35836 -0.89114
C -2.42211 -3.85315 -1.07365
H -1.67114 0.81017 -6.60225
H -0.65177 -0.64205 -6.67823
H -0.07471 0.80528 -5.83002
H -2.48397 -0.86460 -4.94918
H -1.82141 0.55369 -4.12199
H -3.14521 -1.90482 -0.46309
H -1.41323 -2.16460 -0.20580
H -3.23155 -4.04836 -1.77918
H -2.66644 -4.33261 -0.12156
H -1.50009 -4.28151 -1.46359
Se -2.96584 1.12990 -1.33806
C -3.42982 2.87793 -1.04532
N -3.71915 3.98250 -0.86078
N 1.67115 0.91096 -0.45570
C 1.85742 -0.02671 0.20566
N 2.10692 -1.05427 0.97087
C 3.07886 -2.07483 0.59326
C 4.16678 -2.15563 1.65919
C 3.54570 -2.37892 3.03893
C 2.51435 -1.29836 3.36412
C 1.46016 -1.22129 2.26717
H 3.46832 -1.83495 -0.39207
H 2.55324 -3.03075 0.50634
H 4.74139 -1.22418 1.65768
H 4.85753 -2.96548 1.41465
H 4.32298 -2.40653 3.80639
H 3.05233 -3.35743 3.05260
H 3.00791 -0.32575 3.45089
H 2.03049 -1.50445 4.32136
H 0.75931 -0.40289 2.41729
H 0.87837 -2.15042 2.23574

Atoms 1-2, force components in eV/Å:
0.202 0.026 -0.463
-0.042 0.061 0.011

HOMO energy (spin up / spin down) = -3.61 / -4.81 eV
Spin multiplicity = 6
Total charge = -1
Energy relative to the best compared isomer or geometry (same formula, charge and spin) = 0.0 kcal/mol
<S²> = 8.781
HOMO-LUMO gap (spin up / spin down) = 6.23 / 5.53 eV

=====

Density functional theory data (the ωB97M-V functional and the def2-TZVPD basis) for an isolated molecule of NO3P.

Cartesian coordinates (Å):
N 0.74764 0.00594 -0.00237
O 1.63913 -0.07545 -0.76101
O 0.13202 1.12607 0.37757
O -1.76383 -0.71924 -0.50982
P -0.75496 -0.33732 0.89564

Atoms 1-2, force components in eV/Å:
1.162 0.646 -0.812
-0.560 0.365 0.575

HOMO energy = -10.30 eV
Energy relative to the best compared isomer or geometry (same formula, charge and spin) = 65.7 kcal/mol
HOMO-LUMO gap = 8.53 eV

=====

Density functional theory data (the ωB97M-V functional and the def2-TZVPD basis) for a structure of composition C32H22N5O2PdS2.

Cartesian coordinates (Å):
Pd -0.29748 -0.19726 -0.81436
S 6.41825 -1.16698 -2.78497
C 6.61477 -1.06363 -4.47530
C 5.43736 -0.81177 -5.10949
C 4.35274 -0.69826 -4.20429
C 4.72874 -0.86597 -2.89828
C 3.88352 -0.81086 -1.70198
C 2.48469 -0.70639 -1.83866
N 1.66844 -0.64459 -0.80630
C 2.16883 -0.71280 0.45522
C 3.53851 -0.78853 0.69526
C 3.99272 -0.81457 2.06155
C 3.11510 -0.79285 3.08834
C 1.69328 -0.76702 2.85667
C 0.72784 -0.78660 3.87603
C -0.61776 -0.79654 3.56779
C -0.97504 -0.78431 2.20005
N -0.08785 -0.74813 1.23411
C 1.23548 -0.72808 1.54337
C -1.65845 -0.82971 4.59780
C -1.49927 -1.05003 5.94004
C -2.72160 -1.01414 6.65299
C -3.78585 -0.76742 5.83904
S -3.31590 -0.57004 4.21472
C 4.39240 -0.82987 -0.41671
H 7.59033 -1.19914 -4.91299
H 5.34454 -0.71181 -6.18015
H 3.34077 -0.49504 -4.52344
H 2.01638 -0.66775 -2.81322
H 5.05791 -0.85502 2.24881
H 3.46945 -0.81090 4.11095
H 1.05449 -0.79012 4.90784
H -2.01249 -0.81119 1.89799
H -0.54656 -1.24741 6.40961
H -2.80650 -1.16642 7.71813
H -4.82505 -0.68452 6.11271
H 5.46242 -0.88141 -0.25181
O -1.82627 -1.40455 -2.50160
C -2.65847 -0.86100 -1.78605
N -2.24065 -0.05159 -0.76190
C -3.31725 0.48774 -0.07526
O -3.26837 1.22294 0.88098
C -4.54412 -0.05518 -0.76241
C -5.87561 0.16160 -0.48582
C -6.80655 -0.48815 -1.29518
C -6.40404 -1.31889 -2.33610
C -5.05391 -1.53210 -2.60871
C -4.14347 -0.88540 -1.80183
H -6.18009 0.80965 0.32512
H -7.86343 -0.34505 -1.11319
H -7.15437 -1.80665 -2.94379
H -4.73372 -2.17606 -3.41643
C 2.38754 2.69200 -1.02912
C 0.95718 2.88888 -1.38894
N -0.02167 2.00217 -1.39698
C -1.17091 2.69469 -1.74087
C -0.87803 3.99991 -1.93917
N 0.47362 4.10705 -1.71262
H 2.62834 1.63751 -0.98916
H 2.60389 3.12940 -0.05275
H 3.04303 3.16168 -1.76311
H -2.12258 2.20629 -1.82456
H -1.48941 4.84060 -2.21159
H 1.02013 4.94955 -1.76598

Atoms 1-2, force components in eV/Å:
0.243 0.308 0.629
0.047 -0.015 -0.003

HOMO energy = -10.66 eV
Total charge = +1
HOMO-LUMO gap = 7.12 eV

=====

Density functional theory data (the ωB97M-V functional and the def2-TZVPD basis) for an isolated molecule of C19H32N2O5.

Cartesian coordinates (Å):
C -2.20526 0.01904 -0.52614
C -2.77129 1.26737 -1.16881
O -2.96711 2.33585 -0.26419
C -1.78767 2.97717 0.20051
C -1.93691 4.49693 0.37648
C -1.19341 4.36943 1.73762
C -1.48975 2.86222 1.72939
C -0.33350 1.95570 2.09957
O 0.82951 2.29783 1.96524
N -0.67737 0.71395 2.51882
C 0.26778 -0.31480 2.83563
C 1.32759 -0.57449 1.75808
C 1.45499 -2.11515 1.63149
C 0.95588 -2.55084 0.27149
O -0.18652 -2.91683 0.08232
N 1.88082 -2.42914 -0.72250
C 1.55318 -2.54425 -2.10833
C 0.69077 -1.45397 -2.66583
C 1.28078 -0.08128 -2.43769
O 0.53725 0.84657 -3.18252
C 1.04969 2.13756 -3.03489
C 2.55748 -3.23780 -2.96556
C 1.28317 -3.93385 -2.59718
C 0.60263 -2.69353 2.75042
C -0.45845 -1.64018 3.01195
O -1.12872 -1.77549 4.25031
H -2.21577 -0.81799 -1.22606
H -1.17070 0.16408 -0.20073
H -2.80350 -0.26409 0.34212
H -2.13634 1.59019 -2.00474
H -3.75708 1.05124 -1.58136
H -0.94597 2.69751 -0.43006
H -1.48355 5.13468 -0.38528
H -2.98267 4.75722 0.48970
H -0.13415 4.55883 1.64328
H -1.59172 4.94011 2.57374
H -2.40448 2.59829 2.25223
H -1.65246 0.48794 2.62486
H 0.77997 -0.07827 3.78193
H 1.02429 -0.10953 0.81923
H 2.26778 -0.10422 2.03216
H 2.49066 -2.44303 1.73683
H 2.74644 -1.95492 -0.49474
H 0.56883 -1.60525 -3.74142
H -0.30137 -1.51752 -2.21745
H 1.25329 0.18272 -1.36759
H 2.33624 -0.06199 -2.76258
H 0.41741 2.81084 -3.60832
H 1.04343 2.45506 -1.98216
H 2.07760 2.20443 -3.41643
H 2.68710 -2.87662 -3.97175
H 3.47448 -3.57334 -2.50983
H 1.31606 -4.73216 -1.87844
H 0.51936 -4.06386 -3.34372
H 0.15202 -3.64704 2.49105
H 1.20725 -2.85539 3.65045
H -1.22192 -1.72668 2.22730
H -0.69605 -1.21927 4.91208

Atoms 1-2, force components in eV/Å:
0.133 -0.056 0.082
0.001 -0.147 -0.294

HOMO energy = -9.37 eV
Energy relative to the best compared isomer or geometry (same formula, charge and spin) = 90.6 kcal/mol
HOMO-LUMO gap = 10.04 eV